1.
C16H27ClIO2P2Rh as an isolated structure, computed with ωB97M-V/def2-TZVPD.

Structure (XYZ):
```
50
Properties=species:S:1:pos:R:3
C -0.13 0.31 -4.58
C -0.13 1.11 -3.37
H -0.16 0.99 -5.45
H -1.01 -0.36 -4.59
H 0.75 -0.35 -4.65
O -0.06 2.17 -2.87
I -0.35 -2.66 -1.79
Rh -0.29 -0.24 -0.57
P 2.06 0.03 -0.46
C 2.68 1.11 0.88
C 2.87 -1.56 -0.18
H 3.90 -1.58 -0.54
H 3.66 1.27 -1.87
H 2.29 -2.34 -0.70
H 2.61 0.17 -2.82
H 2.37 0.71 1.85
H 2.88 -1.79 0.89
C 2.65 0.85 -1.96
H 3.78 1.16 0.86
H 1.99 1.70 -2.18
H 2.27 2.12 0.77
P -2.65 0.20 -0.87
C -3.38 1.74 -0.28
C -3.14 0.15 -2.62
H -3.09 -2.03 -0.06
H -4.60 -1.07 -0.17
H -3.45 -0.78 1.16
C -3.54 -1.04 0.10
H -2.87 -0.81 -3.07
H -4.22 0.32 -2.71
H -4.45 1.77 -0.49
H -2.91 2.61 -0.75
H -2.61 0.94 -3.18
H -3.23 1.84 0.80
C -0.34 1.52 -0.01
O -0.30 2.66 0.20
Cl -1.36 1.16 2.70
C -0.02 0.19 3.15
C 0.63 0.53 4.34
C 1.71 -0.24 4.78
C 2.15 -1.34 4.03
C 1.44 -1.73 2.90
C 0.34 -0.96 2.42
C -0.43 -1.44 1.27
H 0.26 1.41 4.88
H 2.24 0.08 5.67
H 3.03 -1.92 4.32
H 1.71 -2.68 2.39
H -1.50 -1.49 1.53
H -0.06 -2.42 0.93
```

The multiplicity is 5. As for the expectation value of S²: 6.032. Its net charge is +2. The max |F| is 4.6 eV/Å. The energy is -63316.161 eV.

***

2.
A 2-piece molecular cluster, C16H27ClNO4P2S overall, computed with ωB97M-V/def2-TZVPD.

Structure (XYZ):
```
52
Properties=species:S:1:pos:R:3
C 2.66 -2.00 1.04
C 1.90 -1.00 0.15
P 1.46 0.61 1.08
C 2.64 1.76 0.05
C 2.13 3.06 -0.50
C 2.28 4.34 0.31
N 1.60 3.09 -1.66
P 1.02 2.24 2.68
S 0.78 1.68 4.58
O 0.37 -0.35 2.04
C -0.98 -0.04 1.78
C -0.99 0.29 0.29
C -2.23 0.99 -0.31
C -3.42 1.22 0.63
C -3.36 2.39 1.61
Cl -2.40 3.79 1.04
O 0.16 1.05 0.07
H 2.44 -1.84 2.10
H 3.74 -1.95 0.90
H 2.36 -3.02 0.80
H 1.00 -1.49 -0.22
H 2.52 -0.80 -0.73
H 2.56 0.35 1.99
H 3.01 1.22 -0.81
H 3.49 1.97 0.70
H 2.52 5.16 -0.37
H 1.34 4.57 0.80
H 3.06 4.23 1.07
H 1.31 4.05 -1.88
H -0.05 3.08 2.31
H 2.15 3.08 2.69
H -1.54 -0.95 2.00
H -1.37 0.74 2.44
H -0.94 -0.70 -0.19
H -2.59 0.34 -1.11
H -1.91 1.91 -0.79
H -3.55 0.31 1.21
H -4.33 1.34 0.03
H -2.99 2.11 2.59
H -4.36 2.79 1.75
C -0.30 -2.87 -2.50
C -0.08 -3.52 -3.64
C -0.72 -4.83 -3.91
O -0.52 -5.43 -4.95
C -1.61 -5.40 -2.87
C -1.83 -4.75 -1.73
C -1.20 -3.44 -1.45
O -1.40 -2.84 -0.42
H 0.15 -1.91 -2.27
H 0.56 -3.13 -4.41
H -2.06 -6.35 -3.09
H -2.48 -5.14 -0.95
```

Its net charge is -1. The max |F| is 1.4 eV/Å. The energy is -68644.871 eV.

***

3.
A 3-piece molecular cluster, C16H27F4N2O10PS2 overall, computed with ωB97M-V/def2-TZVPD.

Structure (XYZ):
```
62
Properties=species:S:1:pos:R:3
N 7.21 -2.91 0.43
P 5.82 -3.09 1.17
O 5.10 -4.59 0.75
O 5.98 -3.14 2.88
C 4.65 -1.67 0.65
C 4.87 -0.33 1.04
C 6.11 0.14 1.95
C 7.21 0.72 0.90
N 8.62 0.46 1.33
C 3.84 0.77 0.50
O 4.26 1.92 0.29
C 2.32 0.32 0.22
C 2.08 -1.01 -0.20
C 0.63 -1.55 -0.54
F 0.55 -1.64 -1.97
F -0.35 -0.62 -0.12
C 0.26 -2.96 0.08
F 0.94 -4.05 -0.53
F 0.37 -2.97 1.49
C 3.38 -1.94 -0.30
O 3.50 -2.87 -1.12
H 7.22 -2.06 -0.15
H 4.20 -4.53 1.15
H 5.07 -3.08 3.24
H 6.55 -0.71 2.57
H 5.80 0.95 2.70
H 7.03 0.11 -0.06
H 6.97 1.82 0.73
H 9.05 -0.05 0.54
H 9.10 1.37 1.33
H 1.46 1.06 0.36
H -0.85 -3.14 -0.15
C -2.45 -1.39 2.16
C -3.52 -1.18 1.11
O -4.76 -0.77 1.68
S -4.89 0.75 2.23
C -6.64 0.75 2.50
O -4.58 1.65 1.15
O -4.24 0.84 3.51
H -2.19 -0.45 2.65
H -1.54 -1.79 1.72
H -2.80 -2.07 2.94
H -3.19 -0.47 0.35
H -3.70 -2.13 0.60
H -7.15 0.65 1.54
H -6.90 1.70 2.96
H -6.89 -0.07 3.17
C -4.82 3.59 -1.32
C -4.08 3.90 -2.61
O -4.19 2.83 -3.56
S -5.60 2.63 -4.32
C -5.05 1.45 -5.52
O -5.95 3.85 -4.99
O -6.52 1.97 -3.43
H -5.89 3.53 -1.49
H -4.64 4.37 -0.58
H -4.50 2.63 -0.91
H -4.42 4.84 -3.05
H -3.01 4.01 -2.39
H -4.33 1.93 -6.18
H -5.93 1.12 -6.08
H -4.61 0.60 -5.00
```

The SMILES is N=P(O)(O)C1=C(CCN)C(=O)C=C(C(F)(F)C(F)F)C1=O.CCOS(C)(=O)=O.CCOS(C)(=O)=O. The max |F| is 3.7 eV/Å. The energy is -82310.048 eV.

***

4.
An isolated molecule of C16H27NO3, computed with ωB97M-V/def2-TZVPD.

Structure (XYZ):
```
47
Properties=species:S:1:pos:R:3
C -2.50 0.51 -1.98
C -3.16 -0.44 -1.69
C -3.90 -1.61 -1.24
O -3.60 -1.92 0.13
C -2.38 -2.43 0.37
O -1.60 -2.69 -0.51
C -2.15 -2.58 1.85
C -1.58 -3.94 2.27
C -0.21 -4.26 1.66
C 0.77 -3.13 1.92
O 1.34 -2.98 2.99
N 0.95 -2.32 0.86
C 1.72 -1.10 0.91
C 0.81 0.13 0.96
C 1.59 1.45 0.99
C 2.38 1.77 -0.28
C 1.53 1.90 -1.55
C 0.46 2.99 -1.49
C 0.97 4.40 -1.20
C 1.93 4.92 -2.26
H -1.94 1.34 -2.28
H -4.98 -1.41 -1.25
H -3.66 -2.47 -1.87
H -3.10 -2.41 2.36
H -1.45 -1.80 2.14
H -2.28 -4.73 2.01
H -1.48 -3.93 3.36
H 0.18 -5.17 2.13
H -0.31 -4.44 0.59
H 0.34 -2.44 0.06
H 2.37 -1.06 0.03
H 2.34 -1.15 1.81
H 0.14 0.11 0.11
H 0.20 0.07 1.87
H 0.89 2.26 1.19
H 2.29 1.41 1.83
H 3.12 0.98 -0.45
H 2.93 2.69 -0.12
H 1.05 0.95 -1.76
H 2.21 2.11 -2.38
H -0.28 2.72 -0.73
H -0.05 3.01 -2.46
H 0.11 5.07 -1.14
H 1.46 4.42 -0.22
H 2.85 4.34 -2.27
H 2.19 5.96 -2.05
H 1.48 4.87 -3.24
```

The SMILES is C#CCOC(=O)CCCC(=O)NCCCCCCCC. The max |F| is 0.7 eV/Å. The energy is -24662.103 eV.